Entry 1:
This record from the OMol25 dataset describes a molecular structure, C26H18CeClIN3O5 in a non-equilibrium geometry. The level of theory is the ωB97M-V functional and the def2-TZVPD basis.

Output
ΔE to the lowest compared entry with this formula, charge and spin: 0.3050 eV
Kohn-Sham gap: 0.2212 Eh
Total charge: +1
E_tot: -2774.92625 Ha
LUMO level: -4.90 eV

Structure (XYZ):
```
55
C26H18CeClIN3O5 (the ωB97M-V functional and the def2-TZVPD basis)
Ce 0.323 0.731 0.807
C -1.509 -3.369 -0.688
C -1.746 -2.100 0.087
C -2.444 -1.040 -0.492
C -2.885 0.034 0.276
C -2.594 0.088 1.632
C -1.807 -0.912 2.204
C -1.398 -1.999 1.437
H -1.221 -3.170 -1.722
H -2.435 -3.947 -0.720
H -0.750 -3.994 -0.220
H -2.714 -1.092 -1.541
H -3.497 0.802 -0.177
H -2.996 0.879 2.249
H -1.580 -0.881 3.262
H -0.859 -2.811 1.909
O -2.277 3.816 2.167
C -1.567 3.110 1.517
O -0.764 2.161 1.990
C -1.582 3.220 0.003
C -2.141 4.374 -0.562
C -2.187 4.477 -1.920
C -1.713 3.417 -2.723
C -1.761 3.461 -4.138
C -1.321 2.404 -4.878
C -0.819 1.252 -4.232
C -0.753 1.187 -2.870
C -1.187 2.277 -2.083
N -1.112 2.207 -0.712
H -2.513 5.140 0.103
H -2.594 5.361 -2.397
H -2.159 4.347 -4.618
H -1.358 2.441 -5.958
H -0.482 0.413 -4.826
H -0.366 0.301 -2.386
Cl 5.528 -3.963 3.060
C 4.376 -2.687 2.893
C 4.395 -1.645 3.768
C 3.459 -0.594 3.651
I 3.520 0.994 4.988
C 2.494 -0.604 2.682
O 1.563 0.363 2.548
C 2.497 -1.669 1.750
N 1.587 -1.593 0.729
C 1.620 -2.506 -0.214
C 2.497 -3.596 -0.198
C 3.392 -3.707 0.831
C 3.432 -2.717 1.834
H 5.135 -1.621 4.556
H 0.934 -2.375 -1.040
H 2.467 -4.322 -0.999
H 4.093 -4.530 0.872
O 1.586 0.516 -1.019
N 2.381 1.420 -0.618
O 1.808 2.249 0.143
```

Atom charges from the Mulliken analysis, given in e for atoms 1 to 5:
1. Ce 0.6855
2. C -1.6812
3. C 0.9605
4. C -0.5048
5. C -0.3400

=====

Entry 2:
This record from the OMol25 dataset describes a molecular structure, C26H18N4O2Pd in a non-equilibrium geometry. The level of theory is the ωB97M-V functional and the def2-TZVPD basis.

Output
ΔE to the lowest compared entry with this formula, charge and spin: 0.2089 eV
Kohn-Sham gap: 0.2444 Eh
E_tot: -1499.01503 Ha
LUMO level: -0.46 eV

Structure (XYZ):
```
51
C26H18N4O2Pd (the ωB97M-V functional and the def2-TZVPD basis)
Pd 0.151 0.393 0.006
O 0.209 0.406 1.992
C 1.279 0.182 2.695
C 1.130 0.139 4.104
C 2.204 -0.003 4.945
C 3.500 -0.128 4.427
C 3.673 -0.135 3.068
C 2.594 -0.005 2.170
C 2.894 -0.075 0.769
N 2.027 -0.068 -0.175
N 2.466 -0.156 -1.482
C 1.504 0.105 -2.321
O 0.290 0.428 -1.982
C 1.806 0.038 -3.772
C 3.115 -0.026 -4.240
C 3.364 -0.067 -5.602
C 2.312 -0.049 -6.508
C 1.004 0.009 -6.045
C 0.752 0.056 -4.683
H 0.122 0.241 4.486
H 2.048 -0.019 6.017
H 4.348 -0.225 5.093
H 4.670 -0.251 2.657
H 3.935 -0.160 0.466
H 3.926 -0.042 -3.525
H 4.385 -0.111 -5.960
H 2.511 -0.078 -7.572
H 0.180 0.021 -6.747
H -0.259 0.107 -4.305
C -2.785 -3.479 0.035
C -1.622 -2.696 0.014
N -1.649 -1.385 0.009
C -2.835 -0.761 0.029
C -4.063 -1.453 0.046
C -4.004 -2.859 0.050
C -5.288 -0.726 0.058
C -5.297 0.625 0.053
C -4.079 1.367 0.041
C -4.044 2.772 0.037
C -2.839 3.419 0.026
C -1.661 2.671 0.025
N -1.666 1.350 0.032
C -2.845 0.686 0.034
H -2.707 -4.558 0.039
H -0.641 -3.159 0.000
H -4.925 -3.429 0.065
H -6.223 -1.274 0.069
H -6.236 1.164 0.059
H -4.975 3.326 0.042
H -2.784 4.499 0.020
H -0.691 3.145 0.021
```

Atom charges from the Mulliken analysis, given in e for atoms 1 to 5:
1. Pd 0.3860
2. O -0.5805
3. C 0.6712
4. C -0.6092
5. C -0.3660

=====

Entry 3:
This record from the OMol25 dataset describes a single C26H19F2NO4S molecule in a non-equilibrium geometry. The level of theory is the ωB97M-V functional and the def2-TZVPD basis.

Output
Structure (SMILES): O=[N+]([O-])c1ccc([C@@H](C(c2cccc(F)c2)c2cccc(F)c2)S(=O)(=O)c2ccccc2)cc1
Kohn-Sham gap: 0.3021 Eh
E_tot: -1955.65803 Ha
LUMO level: -1.21 eV

Structure (XYZ):
```
53
C26H19F2NO4S (the ωB97M-V functional and the def2-TZVPD basis)
F 1.461 -3.298 -3.499
C 1.892 -2.172 -2.834
C 3.211 -1.762 -2.986
C 3.615 -0.600 -2.314
C 2.669 0.198 -1.665
C 1.330 -0.201 -1.597
C 0.261 0.717 -0.987
C -0.974 0.925 -1.914
C -1.911 1.908 -1.557
C -3.205 1.879 -2.061
C -3.539 0.989 -3.085
C -2.520 0.202 -3.599
F -2.767 -0.561 -4.718
C -1.228 0.184 -3.075
C 0.961 -1.452 -2.082
H 3.888 -2.339 -3.610
H 4.660 -0.293 -2.313
H 2.961 1.148 -1.220
H 0.729 1.715 -0.877
H -1.646 2.654 -0.805
H -3.965 2.535 -1.637
H -4.534 0.950 -3.517
H -0.477 -0.424 -3.572
H -0.056 -1.826 -1.956
C 2.452 -4.454 2.451
C 2.160 -3.621 3.535
C 1.857 -2.270 3.321
C 1.862 -1.776 2.020
S 1.460 -0.006 1.742
C -0.127 0.271 0.351
C -0.992 1.196 1.159
C -2.350 0.895 1.414
C -3.186 1.833 1.998
C -2.665 3.097 2.333
N -3.545 4.193 2.551
O -3.052 5.304 2.861
O -4.777 4.013 2.414
C -1.284 3.364 2.229
C -0.475 2.439 1.595
O 1.022 0.438 3.049
O 2.632 0.618 1.159
C 2.182 -2.587 0.939
C 2.443 -3.945 1.145
H 2.689 -5.507 2.617
H 2.159 -4.015 4.552
H 1.607 -1.604 4.142
H -0.418 -0.789 0.400
H -2.737 -0.079 1.099
H -4.247 1.635 2.155
H -0.894 4.315 2.586
H 0.572 2.710 1.433
H 2.202 -2.155 -0.062
H 2.637 -4.593 0.289
```

Atom charges from the Mulliken analysis, given in e for atoms 1 to 5:
1. F -0.3456
2. C 0.1616
3. C -0.6028
4. C -0.8703
5. C -0.0242

=====

Entry 4:
This record from the OMol25 dataset describes a molecular structure, C26H19N3O4PdS in a non-equilibrium geometry. The level of theory is the ωB97M-V functional and the def2-TZVPD basis.

Output
ΔE to the lowest compared entry with this formula, charge and spin: 1.0080 eV
Kohn-Sham gap (alpha / beta): 0.1588 / 0.1586 Eh
Total charge: +2
E_tot: -1992.61487 Ha
LUMO level (alpha / beta): -9.41 / -9.41 eV

Structure (XYZ):
```
54
C26H19N3O4PdS (the ωB97M-V functional and the def2-TZVPD basis)
Pd 0.247 0.326 -0.124
C -2.188 -1.760 -1.638
O -1.833 -1.380 -0.294
C -2.798 -1.056 0.544
C -4.148 -1.289 0.309
C -5.088 -0.928 1.253
C -4.716 -0.313 2.470
C -3.403 -0.058 2.721
C -2.408 -0.406 1.769
N -1.112 -0.095 1.943
N -0.811 0.641 2.947
C 0.343 1.214 3.239
C 1.581 1.048 2.400
O 1.604 0.245 1.464
C 2.730 1.840 2.724
C 2.721 2.674 3.780
C 1.585 2.784 4.666
C 1.633 3.597 5.788
C 0.540 3.689 6.646
C -0.632 2.989 6.367
C -0.710 2.188 5.250
C 0.398 2.053 4.390
H -2.643 -2.750 -1.649
H -1.257 -1.776 -2.195
H -2.862 -1.025 -2.077
H -4.468 -1.760 -0.608
H -6.132 -1.127 1.049
H -5.475 -0.046 3.191
H -3.090 0.412 3.640
H 3.598 1.718 2.090
H 3.590 3.287 3.984
H 2.537 4.154 5.998
H 0.598 4.305 7.533
H -1.481 3.071 7.031
H -1.616 1.649 5.021
S 2.779 -2.382 -2.593
C 1.866 -3.346 -1.509
C 1.042 -2.606 -0.713
C 1.150 -1.228 -0.993
C 2.065 -0.946 -1.980
C 2.337 0.413 -2.369
C 3.145 0.845 -3.416
C 3.260 2.205 -3.651
C 2.580 3.112 -2.849
C 1.802 2.617 -1.816
N 1.699 1.315 -1.600
H 1.994 -4.417 -1.509
H 0.397 -3.028 0.044
H 3.658 0.125 -4.036
H 3.875 2.566 -4.464
H 2.644 4.178 -3.007
H 1.244 3.268 -1.154
O -1.140 1.259 -1.010
O -0.919 2.040 0.031
```

Atom charges from the Mulliken analysis, given in e for atoms 1 to 5:
1. Pd -0.1612
2. C -1.0402
3. O -0.0452
4. C 0.7386
5. C -0.7976